Formula: C6H12BHgNO6
Source: OMol25
Level of theory: wB97M-V/def2-TZVPD

Each line ends with the natural charge from an NBO analysis.
Geometry (Å):
O: 1.844 -2.911 0.650  -0.595
C: 1.440 -1.777 0.578  0.882
O: 0.822 -1.281 1.587  -0.695
C: 1.647 -0.940 -0.610  -0.514
C: 2.470 0.287 -0.149  -0.396
C: 1.639 1.532 -0.185  -0.067
O: 0.491 1.341 0.680  -0.566
C: -0.478 2.278 0.349  0.879
O: -0.389 3.320 0.756  -0.406
N: -1.564 1.941 -0.515  -0.545
C: -2.562 1.020 0.046  -0.594
B: -2.368 -0.473 -0.439  1.157
O: -2.363 -1.514 0.521  -0.969
O: -2.245 -0.823 -1.740  -0.891
H: -0.187 -1.467 1.545  0.577
H: 2.207 -1.509 -1.323  0.275
H: 0.702 -0.633 -1.028  0.256
H: 3.297 0.395 -0.825  0.268
H: 2.806 0.092 0.854  0.220
H: 1.238 1.721 -1.172  0.180
H: 2.209 2.391 0.116  0.235
H: -1.229 1.616 -1.417  0.392
H: -3.533 1.330 -0.326  0.284
H: -2.584 1.066 1.116  0.243
H: -3.147 -2.063 0.361  0.531
H: -1.419 -1.253 -1.960  0.507
Hg: 1.256 -3.685 2.531  1.351

E_tot in Eh: -919.54671
HOMO in eV: -15.3
Net charge: +2
LUMO level in eV: -13.047